Record 1
{
  "formula": "C21H33CoIN5OSi",
  "method": "ωB97M-V with the def2-TZVPD basis set",
  "charge": -2,
  "e_lumo_ev": [4.52, 4.40],
  "s2": 6.04,
  "multiplicity": 5,
  "homo_energy_ev": [2.9, -0.3],
  "symbols": ["C", "I", "H", "H", "H", "C", "C", "N", "C", "N", "H", "H", "C", "C", "N", "H", "N", "H", "Co", "C", "O", "C", "C", "H", "H", "H", "C", "H", "H", "H", "C", "H", "H", "H", "C", "H", "H", "H", "C", "Si", "C", "C", "N", "C", "C", "C", "C", "C", "C", "H", "H", "H", "H", "H", "H", "H", "H", "H", "H", "H", "H", "H", "H"],
  "xyz": [[-1.874174, -2.972899, -2.604697], [1.655802, -0.261609, -3.772265], [-1.165446, -3.671100, -2.128357], [-1.420030, -2.636765, -3.568324], [-2.764259, -3.586132, -2.842912], [-3.153416, -1.899164, 1.573496], [-2.178759, -2.824678, 1.657031], [-1.488059, -2.803869, 0.463154], [-2.054363, -1.888972, -0.360099], [-3.054572, -1.284966, 0.340690], [-3.922905, -1.650888, 2.277816], [-1.872504, -3.526512, 2.410948], [3.413561, 2.646103, -1.715721], [2.162047, 0.796891, -1.887892], [2.159175, 2.185297, -1.995467], [5.191733, 1.510976, -0.981935], [3.364945, 0.469136, -1.305879], [3.703518, 3.666310, -1.887576], [0.435910, 0.084323, -1.540926], [-1.869460, -1.761370, -1.798840], [-1.791197, -0.580578, -2.295444], [4.157404, 1.588283, -1.275841], [3.881471, -0.873987, -1.111958], [3.742666, -1.173862, -0.068753], [4.948609, -0.846693, -1.349458], [3.387329, -1.603232, -1.762245], [1.112691, 2.888605, -2.718454], [1.549231, 3.409975, -3.577582], [0.584080, 3.601006, -2.069519], [0.372925, 2.164588, -3.094815], [-3.956120, -0.249289, -0.140779], [-5.005682, -0.463148, 0.108602], [-3.877556, -0.179089, -1.224693], [-3.724295, 0.736267, 0.288136], [-0.322675, -3.655127, 0.288941], [0.024078, -3.838772, -0.735397], [-0.566241, -4.608582, 0.760703], [0.511535, -3.230062, 0.851349], [-1.860193, 2.359892, -0.966017], [-0.908432, 2.084178, 0.609401], [0.289306, 3.488494, 0.925389], [-2.135756, 1.988961, 2.016866], [0.052571, 0.608456, 0.408849], [0.706584, 0.035217, 1.471151], [1.499079, -1.109060, 1.210754], [2.100867, -1.836352, 2.232677], [1.967462, -1.425833, 3.563575], [1.248997, -0.254856, 3.858069], [0.645578, 0.484731, 2.833916], [-2.829232, 2.787768, -0.675511], [-2.040569, 1.424605, -1.516766], [-1.353989, 3.068670, -1.630088], [-0.283028, 4.425508, 0.836438], [0.716319, 3.413897, 1.937709], [1.110906, 3.485664, 0.192649], [-2.313517, 0.961684, 2.358959], [-1.771716, 2.576828, 2.870492], [-3.096091, 2.427373, 1.710580], [1.582211, -1.430730, 0.168000], [2.673515, -2.732769, 1.998698], [2.421701, -2.004611, 4.374932], [1.169574, 0.087541, 4.902397], [0.110856, 1.408331, 3.101842]],
  "atomic_forces_ev_per_a": [[1.8, -1.1, -1.6], [-0.1, -2.3, -4.9], [-0.3, -0.1, -0.6], [-0.3, -0.6, 0.4], [-0.2, 0.7, 0.5], [0.2, 0.0, 0.4], [0.0, 0.0, 0.0], [-0.2, -0.3, -0.2], [-0.1, -0.2, -1.4], [-0.2, 0.2, 0.4], [0.0, 0.2, 0.1], [-0.2, 0.1, 0.2], [1.3, 0.0, 0.2], [-1.1, 1.1, 4.2], [0.2, -0.5, -0.5], [0.0, 0.3, 0.0], [0.3, 0.3, -0.6], [0.1, 0.1, 0.1], [-1.3, -0.8, 0.8], [-0.4, 1.3, 2.0], [-0.2, 0.2, -0.3], [0.4, 0.9, -0.4], [-0.1, 0.4, 0.4], [0.1, -0.1, -0.2], [0.0, -0.2, 0.0], [-0.1, 0.4, 0.0], [0.1, 0.1, 0.3], [-0.1, 0.0, 0.0], [0.3, -0.1, -0.1], [0.4, 0.3, 0.2], [-0.3, 0.2, -0.1], [0.4, -0.3, 0.1], [0.2, 0.0, 0.1], [0.1, -0.4, -0.1], [0.4, -0.2, 0.3], [-0.5, 0.3, 0.3], [0.0, -0.1, -0.2], [-0.2, 0.0, -0.1], [-0.3, 0.3, -0.2], [1.6, -2.2, -0.5], [-0.1, 0.5, 0.1], [-0.4, 0.3, 0.5], [-0.9, 0.7, 1.3], [-0.7, 0.7, -0.8], [0.3, -0.4, 0.5], [-0.2, 0.6, 0.0], [0.1, 0.0, 0.5], [0.0, 0.0, -0.5], [0.3, -0.2, 0.4], [0.0, 0.1, -0.2], [0.1, 0.2, 0.2], [-0.2, -0.1, 0.1], [0.3, 0.1, 0.1], [-0.1, 0.1, -0.3], [-0.3, -0.1, 0.2], [0.1, 0.2, -0.1], [-0.1, -0.1, 0.0], [0.1, -0.1, 0.1], [-0.1, 0.1, 0.3], [-0.1, 0.1, 0.0], [-0.2, 0.2, -0.3], [0.0, -0.2, -0.5], [0.2, -0.6, -0.2]]
}


Record 2
{
  "formula": "C21H33IN2Ni",
  "method": "ωB97M-V with the def2-TZVPD basis set",
  "charge": 0,
  "e_lumo_ev": [-0.29, -2.95],
  "s2": 2.11,
  "multiplicity": 3,
  "homo_energy_ev": [-5.0, -8.7],
  "symbols": ["C", "C", "H", "H", "H", "H", "H", "H", "Ni", "C", "H", "H", "H", "I", "C", "C", "C", "C", "C", "C", "C", "N", "C", "C", "C", "C", "C", "C", "C", "N", "C", "C", "C", "C", "H", "H", "H", "H", "H", "H", "H", "H", "H", "H", "H", "H", "H", "H", "H", "H", "H", "H", "H", "H", "H", "H", "H", "H"],
  "xyz": [[-1.325797, 1.321643, -4.152757], [-1.312697, -1.445357, -4.153757], [-2.305597, 1.660843, -3.812157], [-1.391497, 0.894343, -5.154157], [-0.591997, 2.134443, -4.151457], [-1.314197, -2.410157, -3.637257], [-2.331497, -1.196257, -4.449557], [-0.646397, -1.470157, -5.018857], [-0.681597, -0.059757, -2.784357], [1.135103, -0.019757, -3.786057], [1.490203, -1.051257, -3.858957], [1.823203, 0.582843, -3.186257], [1.012903, 0.411743, -4.780257], [-3.102497, -0.189657, -1.414657], [-1.389097, -4.298257, 2.909843], [-1.986797, -3.006257, 2.343843], [-3.451997, -3.264357, 1.895443], [-2.065497, -1.952257, 3.481043], [-1.196297, -2.501657, 1.111243], [-1.151097, -3.275057, -0.061157], [-0.738897, -2.707557, -1.272857], [-0.395297, -1.365357, -1.354757], [-0.232097, -0.691257, -0.185157], [-0.613897, -1.232557, 1.053643], [0.234003, 0.656343, -0.326757], [0.952203, 1.285043, 0.695943], [1.596903, 2.501243, 0.456243], [1.397103, 3.091543, -0.806657], [0.636503, 2.438143, -1.795057], [0.082603, 1.201743, -1.554357], [2.580503, 3.112543, 1.483743], [3.994303, 3.119343, 0.854143], [2.164603, 4.546643, 1.845343], [2.681503, 2.297243, 2.801543], [-1.998097, -4.653057, 3.771143], [-0.351697, -4.119657, 3.259543], [-1.383697, -5.102457, 2.146143], [-4.084497, -3.595257, 2.747643], [-3.904197, -2.335957, 1.478043], [-3.516397, -4.049457, 1.114143], [-1.059497, -1.716857, 3.884843], [-2.541397, -1.012757, 3.116643], [-2.692697, -2.323657, 4.321243], [-1.547797, -4.279657, -0.072357], [-0.886897, -3.385757, -2.078057], [-0.585997, -0.599157, 1.924143], [1.090203, 0.761843, 1.623743], [1.878303, 4.027543, -1.060457], [0.608803, 2.916843, -2.751157], [4.028303, 3.726843, -0.073457], [4.744903, 3.533743, 1.561443], [4.305203, 2.081443, 0.596443], [1.156003, 4.548343, 2.309543], [2.886803, 4.985843, 2.568843], [2.148803, 5.199343, 0.948843], [1.698703, 2.251843, 3.318143], [3.039403, 1.260943, 2.608743], [3.410503, 2.760343, 3.501443]],
  "atomic_forces_ev_per_a": [[0.6, -0.7, 0.6], [0.2, 0.6, 0.9], [0.1, 0.0, 0.0], [0.0, 0.0, 0.2], [-0.3, -0.1, 0.0], [0.0, 0.2, -0.3], [0.1, 0.0, -0.1], [-0.1, 0.1, 0.1], [0.8, -0.2, -3.7], [-0.3, -0.1, 0.3], [-0.2, 0.1, 0.1], [-0.2, -0.2, -0.1], [-0.2, -0.1, 0.2], [-0.6, 0.1, 0.4], [0.1, -0.4, 0.1], [-0.4, 0.4, 0.2], [-0.3, 0.0, -0.3], [0.1, 0.3, -0.1], [0.2, 1.1, 1.1], [0.5, 0.6, -1.3], [-0.7, 0.7, 2.9], [-0.3, -2.1, -0.8], [0.0, 0.2, 0.5], [-0.7, -1.4, 0.1], [0.2, -0.1, 0.3], [0.7, 1.3, -0.4], [-0.2, -0.9, 1.0], [-0.7, -0.7, -1.1], [1.1, -0.5, 2.6], [0.2, 1.8, -0.5], [0.3, -0.2, 0.2], [0.3, -0.1, -0.3], [-0.1, 0.4, 0.0], [-0.2, -0.3, 0.0], [0.4, 0.2, -0.5], [-0.5, -0.2, -0.2], [0.1, 0.4, 0.4], [0.5, 0.2, -0.4], [0.3, -0.6, 0.2], [0.1, 0.4, 0.4], [-0.5, -0.1, -0.2], [0.4, -0.6, 0.2], [0.4, 0.1, -0.6], [0.1, -0.1, -0.1], [0.4, 0.4, -1.2], [0.0, 0.1, 0.1], [0.0, -0.1, 0.2], [-0.1, 0.0, 0.0], [-0.5, -0.3, -0.5], [0.0, -0.3, 0.5], [-0.5, -0.2, -0.4], [-0.2, 0.7, 0.1], [0.5, 0.1, -0.3], [-0.4, -0.3, -0.4], [-0.1, -0.3, 0.5], [0.6, 0.0, -0.3], [-0.3, 0.6, 0.1], [-0.5, -0.1, -0.5]]
}


Record 3
{
  "formula": "C21H33N3O11P2S2",
  "method": "ωB97M-V with the def2-TZVPD basis set",
  "charge": -2,
  "e_lumo_ev": 2.72,
  "homo_energy_ev": 1.4,
  "symbols": ["N", "C", "C", "C", "P", "N", "O", "C", "C", "C", "O", "C", "O", "S", "O", "O", "O", "C", "C", "C", "C", "N", "O", "C", "O", "C", "C", "C", "C", "C", "C", "C", "S", "P", "O", "H", "H", "H", "H", "H", "H", "H", "H", "H", "H", "H", "H", "H", "H", "H", "H", "H", "H", "H", "H", "H", "H", "H", "H", "H", "H", "H", "H", "H", "O", "C", "C", "O", "H", "H", "H", "H"],
  "xyz": [[1.679652, 0.524078, -3.553384], [0.882486, -0.434797, -2.914395], [-0.052249, -0.014974, -1.639230], [0.009236, -0.973345, -0.316316], [-1.369796, -2.315111, -0.636856], [-1.654912, -2.483335, -2.425803], [-0.883239, -3.900235, -0.142844], [1.458379, -1.638276, 0.040774], [2.005184, -2.833305, -0.908778], [3.585966, -2.792297, -1.322759], [3.971576, -4.046675, -2.037972], [4.126823, -3.656094, -3.478520], [3.106480, -3.503844, -4.331012], [2.598824, -0.188099, 0.338085], [3.304219, 0.359485, -0.967232], [3.822069, -0.520615, 1.279930], [1.620753, 1.079429, 0.855577], [0.593984, 0.677354, 1.880877], [1.297286, -0.052164, 3.151989], [2.350867, 0.761489, 4.060481], [3.109631, 2.066534, 3.491586], [2.367139, 3.378096, 3.831732], [0.124555, 1.996553, 2.306335], [-0.745188, 2.135627, 3.410203], [-0.601747, 1.881472, 4.725348], [-2.186532, 2.966144, 3.162621], [-3.618452, 2.373514, 3.793359], [-5.023706, 3.222844, 3.477898], [-4.995725, 4.623916, 2.571550], [-3.568442, 5.198747, 2.005701], [-2.168975, 4.394109, 2.291731], [-0.525917, -0.176683, 1.057198], [-1.377673, -1.546253, 2.084101], [-2.047061, 0.868641, 0.443248], [-1.668343, 2.300720, -0.095793], [1.586218, 1.443789, -3.069640], [0.907709, -1.504358, -3.434626], [-1.141298, 0.082120, -2.123776], [0.261185, 1.104209, -1.365639], [-2.496718, -1.865890, -2.580800], [-2.057268, -3.463191, -2.528758], [-1.653217, -4.537948, -0.081342], [1.289112, -2.150315, 1.108391], [1.397865, -2.989243, -1.925649], [1.855562, -3.873864, -0.339212], [3.694631, -1.934247, -2.145706], [4.316788, -2.504086, -0.456237], [5.211759, -3.465603, -3.925012], [1.798755, -1.111080, 2.921051], [0.421630, -0.347943, 3.913096], [3.206204, -0.003143, 4.397668], [1.841378, 1.076099, 5.094588], [3.475832, 2.031371, 2.376664], [4.120703, 2.161868, 4.125392], [2.981948, 3.991821, 4.409276], [2.094940, 3.874754, 2.955879], [-3.667444, 1.371674, 4.433435], [-6.079448, 2.839682, 3.862237], [-5.983592, 5.230263, 2.302380], [-3.481737, 6.204641, 1.373222], [-1.132434, 4.791667, 1.883475], [-2.286505, -0.899139, 2.969491], [-3.021538, 0.871841, 1.529565], [-2.752591, 0.210518, -0.666595], [-0.705979, -2.257186, -7.710195], [-1.105117, -1.693248, -6.561101], [-2.454148, -2.397883, -6.065023], [-2.865868, -1.819447, -4.927711], [-1.324227, -0.611129, -6.583726], [-0.408968, -1.752739, -5.705903], [-2.225743, -3.477808, -6.022957], [-3.145531, -2.359474, -6.925633]],
  "atomic_forces_ev_per_a": [[-3.8, -4.0, 3.1], [2.8, 3.2, -2.3], [0.4, 1.0, -1.4], [1.2, -0.5, -0.3], [-2.6, -0.9, -1.6], [-0.2, -0.7, 2.2], [-0.2, 0.4, -0.5], [-1.7, -0.8, 1.2], [0.6, -1.8, -0.8], [-0.5, 2.3, -1.2], [0.2, 2.2, -2.7], [-5.1, 0.5, -3.8], [6.6, -1.2, 6.2], [8.1, 1.9, -2.4], [-3.9, -1.9, 4.4], [-5.3, 0.7, -1.9], [-0.1, -2.4, 0.7], [0.9, -0.1, 0.8], [-0.9, -1.7, 1.4], [0.9, 0.1, 1.2], [1.6, 0.8, 0.9], [0.9, -0.5, -0.9], [-0.7, -1.2, 1.1], [-3.3, 1.3, 5.6], [0.4, 0.1, -7.3], [-1.4, 1.1, -1.2], [-0.7, 3.6, -2.2], [3.5, 1.2, -1.5], [3.2, -1.7, 0.6], [0.9, -3.3, 2.0], [-3.8, -1.3, 1.1], [-1.3, -0.5, -0.4], [-0.1, 1.1, 1.3], [0.5, 4.3, -1.7], [-0.8, -3.9, 1.6], [0.0, -0.9, -0.1], [-0.4, 2.4, 1.4], [2.3, -0.5, 1.3], [-0.7, -2.5, -0.4], [1.2, -0.8, -0.6], [0.8, 1.5, -0.2], [1.1, 1.6, -0.2], [0.6, 1.4, -2.2], [1.2, 0.8, 2.3], [0.2, 2.5, -1.0], [-0.3, -1.5, 2.1], [-1.4, -1.0, -1.5], [-2.1, -0.6, 1.5], [-1.2, 2.5, -0.1], [1.7, 0.8, -2.0], [-1.9, 1.5, -1.0], [0.9, -0.5, -2.5], [-1.1, -0.2, 2.2], [-2.1, -0.5, -1.4], [-0.7, -0.7, -1.0], [0.4, -0.5, 1.1], [0.3, 2.5, -1.6], [2.6, 0.8, -0.9], [2.3, -1.6, 0.8], [-0.4, -2.5, 1.6], [-2.5, -1.0, 0.9], [1.4, -0.2, -1.2], [0.9, -0.2, -0.6], [0.8, -0.1, 1.4], [0.4, 0.4, 0.1], [0.2, -0.6, -1.1], [-0.1, 0.5, 0.7], [-0.7, -0.2, 0.5], [-0.4, 0.3, -0.3], [0.3, -0.5, 0.3], [0.4, -0.3, 0.4], [-0.2, 0.5, -0.2]]
}


Record 4
{
  "formula": "C21H33NO",
  "method": "ωB97M-V with the def2-TZVPD basis set",
  "charge": 0,
  "e_lumo_ev": 0.83,
  "smiles": "OCC1(Cc2ccccc2)CCN(CCCC2CCCC2)CC1",
  "homo_energy_ev": -8.0,
  "symbols": ["O", "C", "C", "C", "C", "C", "C", "C", "C", "C", "C", "C", "N", "C", "C", "C", "C", "C", "C", "C", "C", "C", "C", "H", "H", "H", "H", "H", "H", "H", "H", "H", "H", "H", "H", "H", "H", "H", "H", "H", "H", "H", "H", "H", "H", "H", "H", "H", "H", "H", "H", "H", "H", "H", "H", "H"],
  "xyz": [[-3.316185, -0.416780, -1.901762], [-2.862648, -1.387535, -0.992898], [-2.572891, -0.861979, 0.431299], [-3.882661, -0.706537, 1.244810], [-4.927974, 0.165156, 0.611250], [-5.940637, -0.390012, -0.167154], [-6.897153, 0.411638, -0.765927], [-6.860536, 1.784392, -0.591130], [-5.871081, 2.346876, 0.197170], [-4.917265, 1.543732, 0.796658], [-1.816320, 0.465821, 0.345721], [-0.517156, 0.318281, -0.452178], [0.047936, -1.011795, -0.302952], [1.394829, -1.148526, -0.807284], [2.509406, -0.490036, 0.022354], [3.868668, -0.647221, -0.652620], [4.998829, -0.004064, 0.148075], [6.382625, -0.282854, -0.448762], [7.244523, 0.838650, 0.117892], [6.339500, 2.063988, -0.008187], [4.912207, 1.534634, 0.214735], [-0.188482, -1.558162, 1.012880], [-1.680597, -1.887044, 1.163463], [-4.156971, -0.064124, -1.583988], [-3.579784, -2.220389, -0.927134], [-1.931132, -1.765960, -1.417105], [-4.297578, -1.705883, 1.399799], [-3.623821, -0.293309, 2.223022], [-5.984097, -1.462112, -0.300366], [-7.674879, -0.037562, -1.365905], [-7.605706, 2.411200, -1.057518], [-5.845590, 3.415754, 0.350962], [-4.161423, 1.990616, 1.425821], [-1.597303, 0.806241, 1.360362], [-2.435010, 1.220881, -0.139089], [0.181268, 1.107760, -0.126788], [-0.721939, 0.467238, -1.516499], [1.403148, -0.727378, -1.816993], [1.604720, -2.220573, -0.891202], [2.290362, 0.570991, 0.151894], [2.542812, -0.948397, 1.013258], [3.832622, -0.200344, -1.649349], [4.083668, -1.711994, -0.776539], [4.974123, -0.407823, 1.165663], [6.752755, -1.274339, -0.190902], [6.338063, -0.202930, -1.536571], [8.186694, 0.960085, -0.415088], [7.465682, 0.639621, 1.167970], [6.431274, 2.482079, -1.011487], [6.604234, 2.844518, 0.704067], [4.521091, 1.857151, 1.179347], [4.241593, 1.913311, -0.556758], [0.122508, -0.864459, 1.813296], [0.398558, -2.472641, 1.123107], [-1.879963, -2.880382, 0.758510], [-1.926916, -1.907459, 2.226758]],
  "atomic_forces_ev_per_a": [[-0.2, 0.4, -0.2], [0.1, -0.3, 0.2], [-0.1, 0.1, 0.0], [0.2, 0.0, -0.2], [-0.1, -0.1, 0.2], [0.0, 0.0, 0.1], [-0.1, 0.0, -0.1], [-0.1, 0.0, -0.1], [0.0, 0.1, 0.0], [0.0, 0.0, 0.0], [0.0, -0.2, -0.2], [0.0, 0.1, -0.1], [0.0, 0.0, 0.1], [0.2, 0.1, 0.2], [-0.1, -0.2, -0.4], [-0.1, 0.0, 0.5], [-0.1, -0.2, -0.4], [0.0, 0.0, 0.3], [0.0, 0.0, -0.2], [0.1, 0.1, 0.1], [0.0, 0.0, 0.1], [-0.1, -0.1, 0.0], [0.2, 0.2, -0.1], [0.1, 0.0, -0.1], [0.1, 0.0, 0.1], [-0.1, -0.1, 0.1], [0.0, 0.0, 0.1], [0.0, -0.1, 0.1], [0.0, -0.1, 0.0], [-0.1, 0.0, -0.1], [-0.1, 0.1, 0.0], [0.0, 0.1, 0.0], [0.1, 0.0, 0.1], [0.0, 0.0, 0.1], [0.0, 0.0, 0.1], [0.0, 0.0, -0.1], [0.0, 0.1, 0.0], [0.1, -0.1, -0.1], [0.1, 0.0, -0.1], [0.0, 0.1, 0.1], [0.0, 0.0, 0.1], [0.1, 0.0, -0.1], [0.0, -0.1, -0.1], [0.0, 0.0, 0.0], [0.0, -0.1, -0.1], [0.0, 0.0, -0.1], [0.1, 0.0, 0.1], [0.0, 0.0, 0.1], [0.0, 0.1, 0.0], [0.0, 0.1, -0.1], [-0.1, 0.1, 0.0], [-0.1, 0.0, 0.0], [0.1, -0.1, 0.0], [0.1, 0.0, 0.1], [0.0, -0.1, 0.0], [-0.1, -0.1, 0.0]]
}